This record from the OMol25 dataset describes a molecular structure, C37H31GeIrN2PSSbSe4. The level of theory is wB97M-V/def2-TZVPD.

Geometry as XYZ:
```
79
C37H31GeIrN2PSSbSe4 (wB97M-V/def2-TZVPD)
H -3.110 1.083 1.299
C -0.811 5.808 2.450
C -1.352 -2.705 0.093
H 4.769 -5.492 1.568
C 0.840 3.969 -3.869
H -0.818 6.635 3.143
C 2.459 -3.032 1.677
C -1.265 -5.366 0.849
H -2.902 3.541 1.073
S 4.348 2.246 0.979
C -4.850 0.803 0.090
P 1.294 -2.164 0.602
Se -0.496 0.611 2.474
C 2.487 -2.748 3.039
Ir 0.327 -0.019 0.419
H -4.986 1.268 -3.254
H 1.191 3.203 -5.836
C 0.058 1.399 -3.222
C 0.414 3.679 -2.585
H 3.255 -4.235 0.084
H -2.299 -0.907 -0.042
C -3.243 1.537 -2.048
C 4.160 -4.443 3.336
H 1.553 -2.276 -4.345
C 0.478 1.685 -4.508
H -1.327 -1.233 -1.304
H 1.312 3.997 0.537
C 1.449 -2.348 -2.209
H -0.250 0.387 -2.976
C 3.346 -3.453 3.864
C -0.135 -3.283 0.465
C -2.514 -3.461 0.091
N -1.377 -1.300 -0.279
C 0.374 5.400 1.858
C 3.925 -1.082 -2.252
C 0.865 2.975 -4.833
C -2.468 -4.790 0.475
H 4.813 -5.008 3.984
H -2.918 5.458 2.609
H -6.418 0.612 -1.355
H 0.828 -5.056 1.184
H 1.147 4.973 -4.117
H 0.487 -2.851 -2.192
Sb -1.650 1.481 4.908
C 2.099 -2.041 -1.017
C -3.517 1.115 0.293
Se -4.018 0.729 4.895
H 0.495 0.906 -5.255
Se -0.487 0.382 6.819
H 0.377 4.458 -1.836
H 3.384 -3.231 4.919
H 3.734 -1.133 -4.382
H -2.625 1.842 -2.881
Se -1.737 3.923 5.433
C -1.980 4.060 1.295
C 0.383 4.322 0.990
C -1.990 5.140 2.159
C -5.380 0.854 -1.190
H -3.452 -3.008 -0.199
C 4.131 -4.724 1.979
C 3.275 -1.386 -3.439
Ge -0.802 2.053 -0.486
C -4.575 1.220 -2.257
H 1.835 -1.984 3.445
H 4.885 -0.591 -2.272
H -3.375 -5.372 0.490
C -0.102 -4.618 0.854
N 1.906 1.047 0.550
H 1.295 5.916 2.078
H 3.820 -1.143 -0.110
C 2.047 -2.028 -3.417
H -1.243 -6.398 1.160
C -0.795 3.644 0.698
H -5.469 0.528 0.931
C 0.004 2.395 -2.258
C 3.337 -1.397 -1.044
C -2.701 1.498 -0.769
C 2.961 1.547 0.756
C 3.286 -4.019 1.143
```

Calculated values
HOMO (alpha / beta), hartree: -0.374 / -0.386
Energy relative to the best compared isomer or geometry (same formula, charge and spin), kcal/mol: 34.6
Frontier orbital gap (alpha / beta), eV: 5.887 / 5.058
<S²>: 8.811
2S+1: 6
Net charge: +1

=====

This record from the OMol25 dataset describes a molecular structure, C37H31MnN5O6S. The level of theory is wB97M-V/def2-TZVPD.

Geometry as XYZ:
```
81
C37H31MnN5O6S (wB97M-V/def2-TZVPD)
H 2.619 -5.468 -2.431
C 1.001 1.171 -2.011
C 0.920 2.438 -4.178
H -5.317 3.772 -0.473
H 0.290 -4.797 -1.930
O -0.589 1.708 5.097
O 2.851 -0.771 1.449
C -5.425 1.793 1.448
H -2.867 2.500 1.924
C 4.055 0.775 -0.616
H -2.415 3.037 0.305
C 2.409 -4.504 -1.986
C -0.479 -2.432 -0.900
H 8.021 -0.145 1.480
N 2.779 0.580 -0.881
H -5.622 0.129 -1.055
H -1.100 -3.703 1.656
O 0.330 0.569 -1.093
H 4.586 1.423 -1.312
C 0.770 1.345 2.170
C 0.184 2.982 -5.207
O -1.353 -0.237 5.919
H -6.247 1.215 1.031
C -4.338 2.037 0.391
H -5.014 1.244 2.292
C -2.490 0.300 0.193
H 4.474 -3.909 -1.892
H -0.102 2.044 4.251
H -0.035 -4.172 2.990
C 6.942 -0.259 1.479
C 0.278 1.806 -3.103
C -1.128 1.765 -3.092
C -1.854 2.324 -4.118
H 6.907 -1.521 3.208
H -1.780 3.366 -6.001
C -0.792 0.392 5.014
C 0.833 -2.878 -1.136
O 1.310 1.461 1.047
C 0.310 0.037 2.622
H -3.648 3.913 1.218
C -1.207 2.930 -5.191
C 4.934 -1.187 2.436
C -0.339 -0.296 3.830
H -4.219 2.938 -1.578
S -1.965 -3.162 -1.602
H 4.450 -1.799 3.187
H 6.671 0.948 -0.258
C 1.115 -4.132 -1.712
O 0.591 2.338 2.935
N 2.318 1.207 -1.964
H 0.688 3.447 -6.049
N 0.453 -1.092 1.879
C -0.136 -3.513 2.129
C -1.984 -0.905 -0.318
H -1.802 0.914 0.750
C -2.849 -1.747 -1.065
C -3.246 2.923 0.997
C -3.786 0.695 -0.078
C 4.789 0.196 0.444
H -4.803 -2.007 -1.904
N -0.545 -1.663 3.739
C 4.136 -0.593 1.448
H 0.641 -3.723 1.400
H 1.998 2.479 -4.180
C 3.447 -3.638 -1.680
C 6.314 -1.025 2.450
H 4.026 -1.782 -0.859
C -4.958 2.794 -0.794
C -4.608 -0.160 -0.823
N -0.711 -1.317 -0.234
H -2.935 2.277 -4.102
C -0.051 -2.096 2.556
C 6.182 0.351 0.500
Mn 1.438 -0.260 0.299
H -1.613 1.279 -2.259
H -5.819 2.742 1.813
C -4.150 -1.378 -1.314
C 3.169 -2.405 -1.083
H -5.800 2.254 -1.215
C 1.886 -1.973 -0.776
H -0.986 -2.189 4.476
```

Calculated values
HOMO (alpha / beta), hartree: 0.039 / -0.069
Energy relative to the best compared isomer or geometry (same formula, charge and spin), kcal/mol: 77.6
Frontier orbital gap (alpha / beta), eV: 3.316 / 6.235
<S²>: 8.851
2S+1: 6
Net charge: -2

=====

This record from the OMol25 dataset describes a molecular structure, C37H32AsBr2NOPtSe. The level of theory is wB97M-V/def2-TZVPD.

Geometry as XYZ:
```
76
C37H32AsBr2NOPtSe (wB97M-V/def2-TZVPD)
H 6.105 1.737 -0.394
C 2.997 3.581 -1.751
C -2.197 4.082 -1.536
H 3.526 -1.490 1.035
Se 1.998 -1.103 -1.381
H 6.050 0.217 -3.984
H 3.876 1.341 0.617
H 6.868 -1.758 -0.291
C 1.636 6.190 3.071
C 4.340 -0.258 -2.801
H 1.627 2.808 3.235
H 8.632 -0.104 -1.829
C 1.562 3.804 2.812
H 0.744 0.979 4.077
H 2.735 1.081 -3.283
C 0.210 -2.459 2.116
Br -1.211 -3.912 -1.504
H -2.911 3.816 -3.540
H 0.725 -4.277 4.936
C -0.614 -3.784 0.287
H -3.000 4.752 -1.254
C 1.079 -1.108 3.787
H -0.796 -5.890 0.640
C 0.253 -3.612 2.937
C 1.079 -2.189 4.687
C -1.218 3.753 -0.612
C 0.695 -3.431 4.264
C -0.139 2.366 -2.254
C 4.237 3.774 -2.345
Pt 1.186 0.005 0.591
H 1.061 5.352 -0.156
H 8.521 -1.779 -2.365
H 2.129 4.106 -2.135
H 8.277 -0.463 -3.522
H 1.927 4.800 4.677
H 1.763 7.062 3.700
Br -0.040 -6.443 3.413
C 3.883 -0.864 -1.619
C 1.315 3.953 1.454
N 0.669 -1.255 2.545
C 4.803 -1.390 -0.696
C 6.157 -1.346 -1.001
H -1.092 2.266 -4.169
C -2.144 3.559 -2.820
H 3.951 0.900 -4.561
C -0.294 -2.508 0.765
O -0.425 -1.435 0.066
C 6.626 -0.790 -2.185
H 2.394 0.569 3.602
H 1.403 -2.031 5.707
H 6.326 3.280 -2.310
C 5.704 -0.237 -3.061
H 5.193 -2.023 1.317
C -0.168 2.916 -0.977
H 2.767 -0.383 -4.262
C 1.727 4.921 3.620
C 3.394 0.372 -3.786
H 0.650 1.669 -2.519
H -1.269 4.150 0.394
C 5.236 2.257 -0.776
C -0.534 -4.934 1.071
C 4.371 -2.023 0.600
C 1.389 6.345 1.713
C 5.357 3.123 -1.853
H 1.847 0.248 5.260
C 8.097 -0.783 -2.497
C -1.121 2.691 -3.175
C 2.865 2.706 -0.679
H 4.057 -3.057 0.440
H 4.325 4.439 -3.195
As 1.197 2.390 0.292
C 3.993 2.041 -0.204
C 1.546 0.252 4.214
C 1.239 5.231 0.905
H 1.314 7.336 1.283
C -0.123 -4.849 2.373
```

Calculated values
HOMO (alpha / beta), hartree: -0.266 / -0.265
Frontier orbital gap (alpha / beta), eV: 5.811 / 5.762
2S+1: 1

=====

This record from the OMol25 dataset describes a molecular structure, C37H32AsIrN5O2. The level of theory is wB97M-V/def2-TZVPD.

Geometry as XYZ:
```
78
C37H32AsIrN5O2 (wB97M-V/def2-TZVPD)
N -0.072 -0.994 -1.290
H 3.496 1.651 -5.273
C -2.046 -1.686 -0.193
H 0.938 1.134 2.749
H -4.360 -0.858 4.326
H 1.881 2.563 -3.630
C -3.028 -1.112 2.674
H -0.366 5.407 -0.391
O -2.826 2.396 1.272
C 4.167 2.413 -1.515
C -1.815 -1.635 2.234
H -0.718 2.632 2.843
C -3.887 -2.538 -1.480
H 1.368 6.921 0.506
H -2.944 -2.146 5.902
C 0.759 3.627 0.020
H 2.705 -2.234 -3.606
C 2.109 1.503 -3.644
C -1.063 1.628 2.600
H 4.023 -0.799 -5.195
C 3.948 0.673 4.199
C -1.009 -2.336 3.129
H 5.581 3.443 -2.748
H 3.395 3.157 -1.659
C 1.942 3.104 0.536
H 4.761 -0.511 0.095
H 3.486 5.995 1.389
H -3.637 -0.525 1.995
C 3.108 -0.849 2.047
C -2.627 -1.999 4.878
C 1.525 5.850 0.518
H -3.645 -2.548 -3.638
C -1.415 -2.521 4.443
H 4.487 -1.190 5.115
C 0.550 5.001 0.017
H 4.267 1.271 5.043
C 3.294 -0.362 -4.525
H -0.062 -0.091 3.136
N 0.807 -1.416 -2.101
H 2.774 -1.450 1.202
H -0.086 -2.776 2.766
H -1.361 -1.633 -3.564
C 6.409 1.643 -1.920
C -3.187 -2.308 -2.689
H 7.382 1.787 -2.371
N 1.478 0.760 -2.737
H 3.875 3.571 1.370
H -3.873 -2.482 0.649
C 6.166 0.529 -1.131
C -3.425 -1.288 3.992
H 3.334 2.378 3.061
C -1.347 -1.485 -1.412
C 2.595 -1.158 -3.639
H 6.946 -0.202 -0.965
H 3.703 -2.553 3.207
C -1.924 -1.804 -2.656
H -0.783 -3.067 5.131
C 3.425 1.300 3.072
C 2.928 3.964 1.022
C 3.631 -1.474 3.168
C 3.011 0.996 -4.563
N -1.327 -1.416 0.921
Ir 0.213 -0.171 0.504
H -4.877 -2.974 -1.516
As 2.258 1.218 0.305
O -1.290 1.145 0.239
C -3.334 -2.257 -0.259
C 1.657 -0.556 -2.804
H 0.013 2.957 -0.391
H -1.791 1.308 3.340
N 0.062 0.689 2.494
C -1.813 1.750 1.292
C 4.927 0.357 -0.528
C 2.715 5.332 1.021
C 4.063 -0.708 4.245
C 3.016 0.545 1.977
C 3.930 1.310 -0.701
C 5.402 2.576 -2.124
```

Calculated values
HOMO (alpha / beta), hartree: -0.373 / -0.373
Energy relative to the best compared isomer or geometry (same formula, charge and spin), kcal/mol: 43.7
Frontier orbital gap (alpha / beta), eV: 5.748 / 5.736
2S+1: 1
Net charge: +1

=====

This record from the OMol25 dataset describes a molecular structure, C37H33N13O2SbV. The level of theory is wB97M-V/def2-TZVPD.

Geometry as XYZ:
```
87
C37H33N13O2SbV (wB97M-V/def2-TZVPD)
H -0.714 -5.230 -3.488
C -4.857 0.073 -2.811
H -6.802 0.783 -3.359
N 2.136 -1.010 0.686
C 1.322 -4.463 -1.211
H -0.811 -3.515 -3.980
N -0.743 1.462 4.793
C -1.554 0.464 4.474
O -2.069 -1.199 -2.594
N 0.433 1.366 0.216
C -1.254 -2.828 1.832
H 2.611 1.030 -0.828
C 0.970 3.376 1.349
C -2.717 1.014 -0.022
H 1.955 -3.779 3.621
C 2.901 7.255 1.068
C 0.889 -0.604 -4.180
H 0.629 5.973 -1.682
C 1.235 4.022 0.147
C 2.503 5.929 1.132
C 1.740 7.605 -0.854
H -1.556 -6.204 -0.980
N 3.406 0.461 -0.623
N 2.534 8.096 0.100
H -2.244 0.120 5.235
H 0.666 2.766 4.037
H -1.060 -5.589 0.608
N 0.757 0.675 -4.476
O -2.420 1.732 0.901
H 1.397 -5.213 -0.422
H 4.321 0.812 -0.857
H 6.527 -2.185 1.578
C 4.507 -2.007 1.522
H 1.586 -4.934 -2.157
Sb -0.690 -3.696 -1.292
C -5.993 0.858 -2.645
C 3.355 -0.546 0.257
C 2.274 -2.007 1.599
C -6.110 1.747 -1.572
H -2.643 -5.137 -0.071
V -0.081 -0.584 0.137
H -2.249 -4.329 -3.363
H -7.007 2.345 -1.477
C -0.187 -4.094 3.538
C 0.640 1.983 -0.960
H 1.439 8.298 -1.630
C 0.792 -1.071 -2.871
C -1.342 -3.746 2.854
C -1.527 -0.145 3.225
C 1.016 -2.614 2.116
H -2.303 -4.179 3.096
H -0.218 -4.811 4.349
H 5.645 -3.279 2.610
H 3.552 7.661 1.834
H -5.170 2.576 0.194
H -4.756 -0.613 -3.642
C -1.166 -4.263 -3.272
C -3.979 1.085 -0.807
H 1.026 3.924 2.277
H 2.043 -3.669 -1.001
H 2.862 5.300 1.936
C -2.546 -0.469 -1.756
N 4.534 -1.021 0.634
H 1.250 3.752 -1.990
C -5.094 1.880 -0.632
N 0.604 -0.242 -1.857
H 0.874 -2.124 -2.652
C 1.044 3.297 -1.031
C 1.016 -3.526 3.153
H -2.173 -0.985 3.017
N 5.653 -2.533 1.936
H 1.056 -1.299 -4.994
H 0.521 2.568 -3.685
C 0.022 1.927 3.807
C 0.614 1.515 -3.448
N -0.713 0.272 2.265
C -0.002 1.376 2.542
C 1.682 5.433 0.128
H -2.123 -2.540 1.251
N 3.371 -2.530 2.055
C 0.582 1.078 -2.144
C 1.297 6.291 -0.890
N -1.902 -0.041 -0.557
C -1.601 -5.349 -0.306
C -3.867 0.209 -1.858
C 0.548 2.063 1.350
N -0.096 -2.250 1.470
```

Calculated values
HOMO (alpha / beta), hartree: -0.484 / -0.487
Energy relative to the best compared isomer or geometry (same formula, charge and spin), kcal/mol: 11.7
Frontier orbital gap (alpha / beta), eV: 6.696 / 6.672
<S²>: 2.017
2S+1: 3
Net charge: +2

=====

This record from the OMol25 dataset describes a molecular structure, C37H33O2P2Tl. The level of theory is wB97M-V/def2-TZVPD.

Geometry as XYZ:
```
75
C37H33O2P2Tl (wB97M-V/def2-TZVPD)
O -1.491 4.779 1.325
C 2.039 -2.889 1.041
O 0.289 3.833 0.395
C 2.753 -0.556 0.653
H 2.847 1.350 6.995
C 1.269 -0.092 3.722
C -3.010 0.340 -3.050
C 1.839 -1.499 1.193
H -2.483 -0.869 1.784
H 3.251 -0.944 3.360
C 1.055 3.042 -2.567
H 0.371 5.727 1.017
H -0.803 -4.916 4.182
H 2.367 4.622 -3.184
H 0.118 0.308 1.287
C -0.801 -1.771 -2.007
C 1.201 -0.651 -2.897
H 2.622 0.518 0.852
C 0.447 0.560 4.671
C 2.412 0.923 6.095
H -1.532 1.799 -4.439
H 1.495 4.649 -5.516
H 4.163 -0.118 5.507
C -2.119 -1.775 2.260
H 1.816 0.272 -2.956
C -0.040 2.238 -2.907
H 4.545 -0.290 -0.516
C -4.397 0.369 -3.206
C 1.038 4.002 -4.771
C -2.428 1.143 -2.059
C -0.288 -2.980 3.391
C -5.188 1.206 -2.415
C -1.184 -4.013 3.697
H -0.545 3.348 -6.085
P -0.654 1.016 -1.698
C -3.185 2.160 -1.444
H 3.191 -4.409 -0.003
H -0.648 0.633 4.513
H -5.181 2.847 -1.004
C 3.782 -1.004 -0.166
C -4.576 2.141 -1.574
C 2.616 -0.363 4.038
C 1.562 3.956 -3.481
C -0.307 4.842 0.854
C 3.146 0.115 5.239
C -0.194 -3.003 -2.221
H -2.702 2.960 -0.857
H -3.232 -4.654 3.694
C -0.746 -1.932 2.542
H -6.279 1.162 -2.484
C 3.040 -3.329 0.165
H 2.498 -1.969 -4.135
H -4.034 -2.787 2.250
H 0.699 -2.961 3.885
C 1.621 -1.891 -3.457
H 1.424 -3.628 1.571
H 1.477 2.972 -1.571
H -0.239 1.258 -0.343
H -1.841 -1.720 -1.701
P 0.527 -0.726 2.139
Tl -1.339 2.183 1.459
C 0.944 -3.060 -3.058
H -2.397 -0.297 -3.701
H 4.506 -2.700 -1.259
H 1.349 -4.014 -3.409
C -0.084 3.239 -5.106
C -2.528 -3.905 3.301
C 3.833 -2.370 -0.487
H -4.849 -0.279 -3.945
H -0.645 -3.906 -1.796
C -2.982 -2.831 2.527
C -0.641 2.368 -4.174
C -0.068 -0.573 -2.242
C 1.059 1.101 5.809
H 0.452 1.691 6.479
```

Calculated values
HOMO, hartree: -0.526
Energy relative to the best compared isomer or geometry (same formula, charge and spin), kcal/mol: 0.0
Frontier orbital gap, eV: 8.511
2S+1: 1
Net charge: +2

=====

- What is the formula in the first record?
  C37H31GeIrN2PSSbSe4

=====

- Number 2 is which compound?
  C37H31MnN5O6S